Molecular formula: C20H35BiF5NO10P2SSi
Method: DFT, ωB97M-V with the def2-TZVPD basis set

XYZ file:
```
76
Properties=species:S:1:pos:R:3:forces:R:3:mulliken_charge:R:1
O 0.270 0.273 1.974 -0.07 0.14 -0.01 0.94
H -2.232 1.873 3.926 0.08 0.01 0.13 0.20
P -0.791 0.343 -2.774 0.04 -0.47 -0.96 1.08
H -0.643 2.629 -1.139 0.00 0.10 -0.03 -0.44
O -0.372 -1.157 -2.639 -0.08 0.45 -0.16 -0.64
H 1.447 1.550 3.958 -0.05 0.09 0.06 0.37
H -2.823 -3.416 2.591 0.02 0.00 0.17 0.40
H 2.167 -1.485 1.879 0.21 0.00 -0.06 0.27
C 0.830 -0.348 3.123 0.45 -0.20 0.62 1.64
F 2.147 -0.814 -3.810 0.15 -0.14 -0.01 -0.38
H -3.960 -1.174 2.439 -0.03 0.05 0.18 0.28
P 1.967 1.008 -1.221 0.60 -0.42 0.50 1.70
C -2.809 -3.506 1.508 0.07 0.41 -0.10 -1.92
C 5.809 -2.559 -3.220 -0.01 0.14 -0.01 0.25
H 0.225 -1.036 5.072 -0.01 -0.07 0.08 0.54
H -3.319 3.237 3.599 -0.01 0.09 0.10 0.50
C 4.467 -0.765 -4.070 -0.04 -0.09 0.02 0.18
F 6.811 -0.788 -4.440 -0.28 -0.11 0.14 -0.30
O 3.170 1.552 -1.905 0.34 0.40 -0.36 -1.04
H -1.007 -1.238 3.808 -0.14 -0.16 0.02 0.15
C -2.398 2.384 1.832 -0.37 0.55 0.29 1.66
F 4.323 0.383 -4.754 0.12 -0.18 0.10 -0.35
H -4.364 2.588 0.957 -0.13 -0.08 -0.02 0.35
H -0.683 0.361 4.479 -0.05 0.11 0.10 0.23
O -2.142 0.741 -2.376 -0.35 0.33 0.22 -0.80
H -1.266 4.173 2.220 0.05 0.06 0.02 0.59
O 2.121 -0.522 -1.000 -0.08 0.48 0.00 -0.85
H -1.433 0.041 -4.771 -0.42 -0.19 -0.45 0.40
H -0.654 3.203 0.871 0.12 0.13 -0.17 0.17
H -4.079 -0.369 0.872 -0.13 0.13 -0.02 0.22
Si -1.040 0.039 1.014 -0.46 0.52 0.28 -2.78
H -3.508 4.121 1.160 -0.03 0.17 0.05 0.44
H 1.145 2.655 -4.118 0.00 -0.20 0.08 0.38
C -1.083 3.160 1.867 -0.25 -0.31 -0.05 -1.06
N 1.413 1.781 -3.663 0.55 -0.14 -0.46 0.07
H 1.197 1.315 0.800 -0.05 -0.30 0.17 0.06
S 1.993 -3.424 -2.268 -0.11 -0.55 -0.02 -0.62
H -1.917 -4.056 1.219 0.12 -0.07 -0.07 0.31
C 3.400 -2.578 -2.833 0.44 0.31 -0.33 0.50
C 3.340 -1.384 -3.549 0.45 -0.27 -0.04 0.07
O -0.360 0.199 -0.433 -0.43 0.02 0.34 1.06
O -2.232 1.063 1.339 0.05 -0.08 -0.04 0.30
H -3.685 -4.068 1.196 -0.08 -0.08 -0.04 0.43
C 1.901 0.612 3.647 -0.29 -0.21 -0.20 -1.77
C -2.915 -2.237 -0.656 0.16 0.21 0.35 -1.49
C -3.394 3.074 0.896 0.27 -0.26 0.19 -1.75
C 0.031 2.825 -1.969 -0.20 0.28 0.27 -1.21
C -0.231 -0.585 4.194 0.12 0.13 -0.35 -1.50
H -3.036 2.995 -0.125 0.02 0.03 -0.20 0.30
H -4.945 -1.889 1.151 -0.09 -0.08 0.00 0.55
H -2.145 -2.902 -1.046 0.00 -0.18 -0.08 0.23
H 0.822 3.501 -1.648 -0.01 0.13 0.03 0.46
H -2.799 -1.259 -1.114 -0.06 0.15 -0.19 0.30
Bi 0.484 -1.816 -0.865 0.39 -1.28 0.11 1.67
H 2.623 0.825 2.863 0.16 0.00 -0.05 0.39
O -1.602 -1.479 1.248 0.27 0.09 0.12 -0.18
O 1.801 1.737 0.163 0.06 0.39 -0.28 -0.61
H 1.304 1.004 -4.323 0.16 0.34 0.01 0.32
H 0.694 -2.350 2.346 -0.12 -0.19 0.01 0.07
F 4.801 -4.280 -1.987 0.15 0.11 -0.14 -0.35
H -0.548 3.284 -2.772 -0.07 0.00 0.00 0.62
O -0.674 0.488 -4.403 0.35 0.33 0.25 -0.72
C 5.717 -1.354 -3.917 -0.19 -0.13 0.09 0.48
H 2.418 1.808 -3.236 -0.14 0.13 -0.40 0.46
C -4.037 -1.333 1.367 0.33 -0.01 -0.08 -1.58
C -2.982 2.267 3.245 0.15 -0.04 -0.38 -1.55
H 2.408 0.167 4.498 0.12 0.00 0.10 0.43
H -3.821 1.576 3.233 -0.15 -0.01 -0.01 0.24
H -0.366 2.670 2.519 0.08 0.03 0.15 -0.01
C -2.825 -2.115 0.865 -0.71 -0.67 -0.05 1.63
C 4.675 -3.141 -2.672 -0.26 0.30 -0.10 0.11
F 7.001 -3.153 -3.077 -0.16 0.15 -0.01 -0.29
C 1.468 -1.671 2.693 -0.21 0.38 0.03 -1.53
C 0.621 1.514 -2.435 -0.38 -0.52 0.58 0.51
H 1.999 -2.124 3.525 0.08 -0.12 0.04 0.61
H -3.886 -2.640 -0.930 -0.04 -0.07 -0.09 0.57
```
Positions in Å, forces in eV/Å.

As for the net charge: 0. Its total energy is -3675.03237 Ha. For the gap between HOMO and LUMO, the calculation gives 8.359 eV. For the LUMO energy, the calculation gives 0.27 eV. Its HOMO energy is -8.1 eV.

Molecular formula: C6H24InN12O6
Method: DFT, ωB97M-V with the def2-TZVPD basis set

XYZ file:
```
49
Properties=species:S:1:pos:R:3:forces:R:3:mulliken_charge:R:1
H -15.017 13.445 16.401 -1.63 -0.39 0.19 0.16
O -16.406 14.575 10.373 0.61 -0.57 -0.51 -0.54
H -16.124 12.445 15.398 -0.39 0.53 0.58 0.24
N -20.141 11.881 11.528 -0.96 2.12 -2.36 -0.32
C -9.513 10.203 6.520 -1.14 -1.01 2.29 0.69
N -14.972 15.137 4.494 -2.76 1.70 -1.69 -0.37
H -12.716 14.843 4.142 0.82 -0.32 0.08 0.20
H -10.168 9.705 13.885 0.59 0.04 0.28 0.23
H -8.795 8.910 7.767 0.15 -0.53 -0.29 0.24
O -10.677 10.527 11.696 -5.13 1.12 -2.42 -0.52
H -19.750 12.494 10.828 -0.84 -0.02 -0.09 0.22
H -17.943 16.995 11.664 0.13 -0.12 -0.20 0.19
N -9.105 10.912 5.533 -1.20 3.54 -2.59 -0.35
H -8.276 10.724 4.987 -0.29 0.27 0.14 0.21
O -14.503 13.749 6.266 -2.24 -0.14 1.51 -0.54
C -14.397 12.827 14.735 4.75 -1.17 -2.88 0.74
N -19.912 10.686 13.262 0.03 -2.13 3.17 -0.40
H -18.279 15.215 8.800 -0.12 0.28 0.04 0.24
N -9.372 9.998 13.337 0.18 -0.82 3.41 -0.41
N -15.301 13.015 15.533 -8.24 1.08 5.09 -0.30
H -13.463 13.547 16.275 1.98 -0.16 -0.19 0.19
C -19.320 11.117 12.173 0.71 -1.01 1.03 0.75
N -17.340 16.193 11.545 0.91 1.91 4.33 -0.36
N -8.498 10.573 11.486 3.61 1.12 -3.17 -0.37
H -12.449 12.938 14.855 0.59 0.56 0.91 0.24
C -14.228 14.413 5.251 -1.08 -2.17 3.07 0.73
O -18.179 10.818 11.830 1.08 0.07 -0.44 -0.53
O -10.550 10.306 7.223 0.07 0.87 -0.75 -0.55
H -20.852 10.938 13.535 0.31 -0.02 -0.02 0.16
C -9.580 10.426 12.128 -0.30 -1.36 2.04 0.76
H -9.635 11.770 5.498 0.49 0.12 -1.08 0.21
C -17.270 15.451 10.487 1.22 -1.59 0.83 0.78
H -15.969 15.172 4.652 0.15 0.00 -0.13 0.26
H -8.410 10.068 13.637 -0.61 -0.30 1.13 0.18
H -21.075 11.829 11.910 -0.15 0.96 -1.16 0.19
In -14.408 10.702 9.475 0.03 0.09 0.09 1.00
H -16.819 15.910 12.363 0.14 0.23 -0.22 0.21
H -7.674 9.335 6.535 -0.15 0.02 0.08 0.23
H -8.623 10.792 10.508 0.95 -0.11 0.08 0.22
H -7.727 10.120 11.955 0.62 0.32 -1.38 0.21
H -14.638 15.247 3.547 -0.44 0.34 -0.01 0.23
O -14.513 12.186 13.712 0.57 -0.85 -2.20 -0.53
H -12.375 13.875 5.582 -0.06 0.16 -0.39 0.22
H -19.456 9.997 13.842 -0.11 0.03 -0.17 0.23
N -13.281 13.273 15.320 2.39 0.38 -1.58 -0.35
H -18.845 16.471 9.872 -0.08 -0.27 -0.40 0.19
N -8.632 9.311 6.855 2.06 -3.31 2.25 -0.39
N -18.260 15.665 9.703 -2.79 0.10 -3.91 -0.38
N -13.022 14.264 4.911 5.60 0.40 -2.39 -0.35
```
Positions in Å, forces in eV/Å.

As for the net charge: +3. Its total energy is -1540.54384 Ha. For the gap between HOMO and LUMO, the calculation gives 1.819 eV. For the LUMO energy, the calculation gives -14.62 eV. Its HOMO energy is -16.4 eV.

Molecular formula: H8O4
Method: DFT, ωB97M-V with the def2-TZVPD basis set

XYZ file:
```
12
Properties=species:S:1:pos:R:3:forces:R:3:mulliken_charge:R:1
O 2.005 0.914 1.052 -0.32 0.03 0.02 -0.66
O 0.171 2.805 -0.269 -0.08 -0.34 -0.11 -0.71
H 2.291 1.213 1.922 -0.07 -0.06 -0.09 0.32
H 0.230 -1.089 -0.600 0.05 0.14 0.00 0.32
H 1.289 1.522 0.796 0.43 0.32 0.03 0.36
H -1.671 -2.828 -0.040 -0.07 -0.11 -0.01 0.33
O -1.835 -3.769 -0.190 0.01 0.21 -0.05 -0.65
H 0.785 3.094 -0.955 -0.06 -0.03 0.09 0.34
O -0.393 -0.377 -0.413 -0.10 0.07 0.01 -0.66
H -0.389 2.145 -0.706 0.08 0.20 0.00 0.35
H 0.060 0.163 0.249 0.06 -0.42 0.04 0.34
H -2.542 -3.793 -0.844 0.07 0.01 0.07 0.32
```
Positions in Å, forces in eV/Å.

As for the net charge: 0. Its total energy is -305.75242 Ha. For the gap between HOMO and LUMO, the calculation gives 12.051 eV. For the LUMO energy, the calculation gives 0.63 eV. Its HOMO energy is -11.4 eV.

Molecular formula: C3H3FN2S2
Method: DFT, ωB97M-V with the def2-TZVPD basis set

XYZ file:
```
11
Properties=species:S:1:pos:R:3:forces:R:3:mulliken_charge:R:1
C -0.885 -0.064 1.046 4.49 0.12 -8.78 -0.58
S 0.503 1.617 -2.179 1.31 0.05 0.99 -0.15
C 0.092 -1.058 0.508 0.74 0.75 -0.03 0.46
H -1.312 -0.094 1.921 -2.40 0.06 4.30 0.55
C -0.896 0.816 -0.056 1.58 -4.21 0.19 0.23
F -1.723 1.767 -0.326 -0.22 0.94 -0.24 -0.23
N 0.697 -0.793 -0.692 -1.32 -0.68 2.99 -0.65
S 0.572 -2.469 1.489 0.01 0.63 -0.78 -0.25
H 1.230 2.583 -1.332 -1.07 -1.86 -0.91 0.17
N 0.031 0.278 -1.137 -3.22 4.52 2.12 0.30
H 1.690 -2.582 0.758 0.10 -0.31 0.14 0.16
```
Positions in Å, forces in eV/Å.

As for the net charge: 0. Its total energy is -1121.75927 Ha. For the gap between HOMO and LUMO, the calculation gives 8.901 eV. For the LUMO energy, the calculation gives 0.17 eV. Its HOMO energy is -8.7 eV.

Molecular formula: C4H4Cl3O3
Method: DFT, ωB97M-V with the def2-TZVPD basis set

XYZ file:
```
14
Properties=species:S:1:pos:R:3:forces:R:3:mulliken_charge:R:1
H 1.396 0.901 -0.160 1.02 2.03 -1.33 0.44
Cl 0.727 -1.886 2.663 0.18 -0.42 0.42 -0.23
C -0.588 -1.869 1.465 -0.12 1.29 -0.41 0.06
H 1.623 -0.377 0.922 0.34 -0.58 -0.33 0.37
C -0.221 -0.400 -0.192 1.33 -1.99 -0.24 1.06
Cl -1.052 -3.495 1.044 -0.10 -0.81 0.07 -0.19
O 1.419 -2.199 -0.937 -1.47 0.31 -0.35 -0.64
H 0.571 0.762 1.426 -0.95 1.87 1.58 0.44
H -1.491 -1.487 -1.487 0.27 0.46 0.22 0.45
C 0.914 0.339 0.553 -1.51 -2.91 -0.81 -1.52
Cl -1.992 -1.070 2.220 -0.30 0.11 0.22 -0.21
O -1.308 0.026 -0.637 0.74 0.56 1.08 -0.80
O -0.766 -2.113 -1.688 1.58 -1.36 -0.44 -0.54
C 0.308 -1.702 -0.967 -1.00 1.44 0.33 0.31
```
Positions in Å, forces in eV/Å.

As for the net charge: -1. Its total energy is -1761.14827 Ha. For the gap between HOMO and LUMO, the calculation gives 7.439 eV. For the LUMO energy, the calculation gives 3.39 eV. Its HOMO energy is -4.0 eV.

Molecular formula: C3H6Si
Method: DFT, ωB97M-V with the def2-TZVPD basis set

XYZ file:
```
10
Properties=species:S:1:pos:R:3:forces:R:3:mulliken_charge:R:1
H 1.326 0.067 1.185 -0.58 -0.12 1.53 0.36
H -1.428 0.556 -1.198 -0.31 0.54 -0.77 -0.08
C -0.943 -1.793 0.515 0.93 -0.09 -2.08 -0.48
C 0.756 -0.835 -0.740 -2.68 -0.73 1.87 -0.06
H 2.385 0.125 -0.201 0.27 0.83 0.40 0.30
C 1.343 0.187 0.145 2.29 -1.77 -2.09 -0.96
H -0.976 -2.717 -0.177 -0.17 1.70 0.94 0.24
Si -1.392 -0.146 0.064 0.64 -1.86 0.57 0.34
H 0.915 1.092 -0.200 -0.44 1.59 -0.36 0.41
H -1.538 0.860 1.138 0.04 -0.08 -0.02 -0.06
```
Positions in Å, forces in eV/Å.

As for the net charge: 0. Its total energy is -407.04686 Ha. For the gap between HOMO and LUMO (alpha / beta), the calculation gives 6.957 / 6.758 eV. For the LUMO energy (alpha / beta), the calculation gives -1.26 / -1.31 eV. Its HOMO energy (alpha / beta) is -8.2 / -8.1 eV.